ORCA calculation (ωB97M-V/def2-TZVPD) on a 3-piece molecular cluster, CH8NO2 overall in a non-equilibrium geometry.

E_HOMO   -16.0 eV
Net charge   +1
HOMO-LUMO gap   10.857 eV
Energy above the lowest of the compared OMol25 structures with the same formula, charge and spin   0.798 eV
Electronic energy   -6744.5288 eV
LUMO   -5.1 eV

Geometry as XYZ:
```
12
Properties=species:S:1:pos:R:3:forces:R:3
O -1.447 0.472 -1.016 -0.12 0.31 0.10
O 0.916 1.596 0.413 0.32 0.15 -0.22
N 0.864 -1.060 0.205 0.34 0.57 1.76
C -0.177 -1.686 0.615 1.14 -0.66 -2.83
H 0.054 -2.690 0.949 -0.62 0.02 0.71
H 1.599 2.170 0.044 -0.08 0.09 0.14
H 0.924 -0.033 -0.019 -0.82 -0.30 -0.31
H -1.132 1.219 -1.542 0.00 -0.21 -0.08
H 0.126 2.137 0.521 0.02 -0.05 0.01
H -2.373 0.686 -0.848 -0.01 -0.09 -0.07
H -1.110 -1.393 0.145 -0.32 0.33 0.96
H 1.755 -1.419 0.533 0.15 -0.16 -0.19
```
Positions in Å, forces in eV/Å.

ORCA calculation (ωB97M-V/def2-TZVPD) on a 2-piece molecular cluster, CH8NO2 overall in a non-equilibrium geometry.

E_HOMO (spin up / spin down)   -20.6 / -20.3 eV
Net charge   +2
HOMO-LUMO gap (spin up / spin down)   12.156 / 3.664 eV
Spin multiplicity   2
Energy above the lowest of the compared OMol25 structures with the same formula, charge and spin   1.297 eV
Electronic energy   -6727.7654 eV
LUMO (spin up / spin down)   -8.4 / -16.7 eV

Geometry as XYZ:
```
12
Properties=species:S:1:pos:R:3:forces:R:3
O -1.370 0.049 1.307 2.48 -4.00 -3.23
O 2.329 0.668 -0.424 0.65 -1.54 -0.18
N -0.116 -0.673 -0.658 1.29 -1.64 2.55
C -1.404 -0.079 0.003 1.86 -0.01 -3.00
H -0.166 -1.121 -1.563 -1.12 0.56 -1.27
H -2.123 -0.860 -0.413 -0.95 0.40 0.66
H 3.045 0.003 -0.611 -0.90 0.71 0.14
H 2.845 1.461 -0.250 -0.19 0.56 0.00
H -1.448 0.773 -0.730 -1.45 0.49 1.19
H -1.588 0.670 1.945 -1.92 3.28 2.40
H 0.664 0.027 -0.654 0.67 0.63 -0.09
H 0.339 -1.499 -0.202 -0.43 0.55 0.83
```
Positions in Å, forces in eV/Å.

ORCA calculation (ωB97M-V/def2-TZVPD) on a 2-piece molecular cluster, CH8NS overall in a non-equilibrium geometry.

E_HOMO   -13.6 eV
Net charge   +1
HOMO-LUMO gap   9.605 eV
Energy above the lowest of the compared OMol25 structures with the same formula, charge and spin   0.500 eV
Electronic energy   -13484.9100 eV
LUMO   -4.0 eV

Geometry as XYZ:
```
11
Properties=species:S:1:pos:R:3:forces:R:3
S -0.593 0.382 -0.618 -0.18 -0.07 -0.47
N 1.335 0.576 1.638 0.70 0.85 0.19
C -0.494 -1.384 -0.951 0.51 -1.62 0.42
H 0.924 1.343 1.094 0.02 0.17 0.26
H 0.806 -0.224 1.278 0.19 -0.31 0.39
H -1.927 0.473 -0.572 0.03 0.04 0.15
H 0.384 -1.685 -1.526 -0.29 0.75 -0.75
H -0.328 -2.082 -0.115 -0.49 0.74 0.58
H -1.419 -1.722 -1.398 0.09 0.05 -0.44
H 1.258 0.747 2.642 -0.52 -0.20 0.01
H 2.342 0.559 1.456 -0.07 -0.41 -0.34
```
Positions in Å, forces in eV/Å.

ORCA calculation (ωB97M-V/def2-TZVPD) on CH8Na6O7 as an isolated structure in a non-equilibrium geometry.

E_HOMO (spin up / spin down)   -25.8 / -25.6 eV
Net charge   +5
HOMO-LUMO gap (spin up / spin down)   7.149 / 2.994 eV
Spin multiplicity   2
Electronic energy   -41938.9102 eV
LUMO (spin up / spin down)   -18.6 / -22.7 eV

Geometry as XYZ:
```
22
Properties=species:S:1:pos:R:3:forces:R:3
Na 14.146 -5.312 4.176 1.17 -1.00 0.37
Na 12.201 -2.514 3.740 0.84 0.51 -0.08
Na 8.078 -4.555 6.717 -0.37 -0.46 0.88
Na 9.958 -1.271 6.752 -0.41 0.76 0.67
Na 9.725 -6.522 4.001 -0.29 -1.45 0.13
Na 9.055 -2.695 3.403 -1.08 0.29 -0.59
O 9.422 -7.719 6.934 -0.26 0.29 -0.97
O 13.632 -6.353 6.367 -0.07 0.62 -1.09
O 12.124 -3.998 5.654 3.05 1.48 -0.80
O 10.023 -3.608 5.361 -4.03 4.60 -2.76
O 13.277 -3.057 7.807 1.61 0.39 1.36
O 9.672 -4.868 9.029 -0.46 0.87 -1.18
O 10.611 -5.354 6.390 -0.22 -1.84 0.82
C 10.917 -4.313 5.828 1.07 -2.24 0.77
H 9.086 -5.544 9.370 -0.20 -0.35 0.97
H 10.136 -5.293 8.308 0.57 -0.53 0.15
H 8.848 -7.370 7.615 -0.36 -0.50 0.52
H 13.950 -6.370 7.270 0.63 -0.53 0.63
H 12.902 -5.735 6.381 -0.54 -0.16 0.39
H 12.544 -2.480 8.024 -0.50 0.89 1.10
H 9.941 -6.967 6.648 0.42 -0.24 0.53
H 12.973 -3.558 7.051 -0.57 -1.40 -1.82
```
Positions in Å, forces in eV/Å.

ORCA calculation (ωB97M-V/def2-TZVPD) on a 3-piece molecular cluster, CH8O2S2 overall in a non-equilibrium geometry.

E_HOMO (spin up / spin down)   0.3 / -3.0 eV
Net charge   -1
HOMO-LUMO gap (spin up / spin down)   2.875 / 5.992 eV
Spin multiplicity   2
Energy above the lowest of the compared OMol25 structures with the same formula, charge and spin   1.171 eV
Electronic energy   -26930.9489 eV
LUMO (spin up / spin down)   3.1 / 3.0 eV

Geometry as XYZ:
```
13
Properties=species:S:1:pos:R:3:forces:R:3
S 0.649 -2.657 -0.861 0.15 -0.20 -2.86
S 1.056 -2.119 1.220 0.50 1.92 2.00
O 0.744 1.103 -0.157 0.02 3.30 0.02
O -1.078 1.915 2.088 0.19 1.04 -0.46
C -0.164 -1.267 -1.831 -1.27 -2.37 -1.48
H 0.012 -0.382 -1.322 0.22 1.46 0.90
H -1.873 2.389 2.358 0.06 -0.43 0.06
H 1.571 -0.850 0.964 -0.35 -1.29 0.16
H -1.124 1.008 2.375 -0.15 -0.66 0.28
H -1.259 -1.580 -1.702 1.27 0.96 -0.92
H 1.250 1.906 -0.487 -0.43 -1.70 0.33
H 0.191 -1.085 -2.943 -0.77 -0.83 2.04
H 0.023 1.618 0.298 0.55 -1.18 -0.09
```
Positions in Å, forces in eV/Å.

ORCA calculation (ωB97M-V/def2-TZVPD) on a 3-piece molecular cluster, CH8O2S2 overall in a non-equilibrium geometry.

E_HOMO (spin up / spin down)   -0.1 / -4.2 eV
Net charge   -1
HOMO-LUMO gap (spin up / spin down)   3.773 / 7.757 eV
Spin multiplicity   2
Energy above the lowest of the compared OMol25 structures with the same formula, charge and spin   0.000 eV
Electronic energy   -26932.1196 eV
LUMO (spin up / spin down)   3.7 / 3.6 eV

Geometry as XYZ:
```
13
Properties=species:S:1:pos:R:3:forces:R:3
S 1.961 0.319 1.632 0.77 1.07 2.51
S 1.569 -0.566 -0.318 -0.98 -0.36 -2.47
O -1.638 -1.513 -0.613 -0.29 -0.69 -0.38
O -1.517 0.131 1.683 -0.45 -0.91 0.03
C 1.150 1.065 -1.142 0.21 -1.45 0.32
H 0.784 0.206 2.276 0.00 -0.03 -0.31
H -0.753 -1.219 -0.884 0.59 0.34 0.21
H -1.594 -2.443 -0.884 -0.22 0.26 0.21
H 1.970 1.738 -0.914 -0.10 0.25 -0.15
H 1.078 0.795 -2.191 0.06 0.44 -0.14
H -1.570 0.751 0.964 0.12 0.70 -0.30
H 0.191 1.437 -0.783 0.07 0.11 0.08
H -1.630 -0.700 1.174 0.21 0.26 0.38
```
Positions in Å, forces in eV/Å.

ORCA calculation (ωB97M-V/def2-TZVPD) on a 3-piece molecular cluster, CH8O2S2 overall in a non-equilibrium geometry.

SMILES   CSS.O.O
E_HOMO   -9.0 eV
HOMO-LUMO gap   9.265 eV
Energy above the lowest of the compared OMol25 structures with the same formula, charge and spin   0.466 eV
Electronic energy   -26932.0486 eV
LUMO   0.3 eV

Geometry as XYZ:
```
13
Properties=species:S:1:pos:R:3:forces:R:3
S 0.885 0.269 0.713 0.34 -0.09 -1.19
S 1.131 0.304 -1.400 -0.30 -0.11 0.65
O -2.736 -0.041 -0.075 -0.28 0.12 -0.59
O -3.187 0.035 3.012 0.13 -0.46 -0.12
C 2.706 -0.555 -1.566 0.36 0.15 0.11
H 3.358 -0.225 -0.756 0.01 -0.08 -0.01
H 2.043 0.934 0.812 -0.10 0.22 0.52
H 2.647 -1.640 -1.562 -0.20 0.00 0.02
H -3.254 -0.857 3.366 -0.11 0.06 0.37
H -2.042 0.509 -0.447 0.39 0.08 0.24
H -3.389 -0.008 -0.792 -0.05 -0.23 0.45
H 3.169 -0.204 -2.488 -0.15 -0.09 -0.11
H -2.894 -0.162 2.114 -0.04 0.44 -0.34
```
Positions in Å, forces in eV/Å.

ORCA calculation (ωB97M-V/def2-TZVPD) on a 4-piece molecular cluster, CH8O5 overall in a non-equilibrium geometry.

SMILES   O=CO.O.O.O
E_HOMO   -11.2 eV
HOMO-LUMO gap   11.627 eV
Energy above the lowest of the compared OMol25 structures with the same formula, charge and spin   1.068 eV
Electronic energy   -11403.8831 eV
LUMO   0.5 eV

Geometry as XYZ:
```
14
Properties=species:S:1:pos:R:3:forces:R:3
O -5.810 2.240 -2.933 0.22 -0.56 -0.21
O -0.210 0.357 2.797 0.41 0.00 0.25
O 2.101 0.914 -2.732 -0.06 0.13 0.11
O 0.738 0.261 0.735 0.41 0.56 -0.60
O 3.111 -4.033 2.828 0.19 0.45 -1.56
C -0.011 0.799 1.709 -0.46 -0.42 -0.35
H 3.495 -4.671 3.413 -0.17 -0.17 0.87
H -5.334 1.553 -2.450 -0.05 0.23 0.27
H 2.436 -3.482 3.216 -0.03 -0.26 0.69
H -0.513 1.677 1.286 -0.01 0.11 0.13
H -5.860 1.833 -3.807 -0.17 0.32 -0.05
H 1.425 -0.370 0.984 -0.34 -0.23 0.54
H 1.563 1.457 -2.146 -0.09 -0.14 0.03
H 2.869 1.464 -2.899 0.15 -0.02 -0.11
```
Positions in Å, forces in eV/Å.

ORCA calculation (ωB97M-V/def2-TZVPD) on CH8OP3 as an isolated structure in a non-equilibrium geometry.

E_HOMO   -14.6 eV
Net charge   +1
HOMO-LUMO gap   9.974 eV
Energy above the lowest of the compared OMol25 structures with the same formula, charge and spin   0.910 eV
Electronic energy   -31071.8705 eV
LUMO   -4.6 eV

Geometry as XYZ:
```
13
Properties=species:S:1:pos:R:3:forces:R:3
P 0.122 -0.074 -0.319 1.85 -1.76 0.32
P 2.106 0.881 0.219 -1.16 -0.41 -0.10
P -1.294 0.697 -1.853 1.63 2.36 0.52
O 0.545 -1.375 -1.180 -0.55 0.57 -0.48
C -0.375 -0.670 1.328 -2.34 -1.28 -0.26
H -0.322 0.199 2.106 -1.01 -1.65 -1.44
H -2.421 0.097 -1.438 -1.30 -1.16 0.85
H 0.852 -2.268 -0.974 0.02 0.40 0.64
H 1.444 1.563 1.315 0.44 0.28 -0.90
H -1.594 -1.253 0.928 3.71 1.93 2.14
H 2.154 1.813 -0.855 -0.21 0.26 0.51
H -1.560 1.877 -1.004 0.20 -0.75 -0.79
H 0.344 -1.487 1.729 -1.26 1.21 -1.02
```
Positions in Å, forces in eV/Å.

ORCA calculation (ωB97M-V/def2-TZVPD) on a 2-piece molecular cluster, CH8P2Si2 overall in a non-equilibrium geometry.

E_HOMO (spin up / spin down)   -7.4 / -9.3 eV
HOMO-LUMO gap (spin up / spin down)   6.397 / 6.436 eV
Spin multiplicity   3
Energy above the lowest of the compared OMol25 structures with the same formula, charge and spin   2.648 eV
Electronic energy   -35492.0143 eV
LUMO (spin up / spin down)   -1.0 / -2.9 eV

Geometry as XYZ:
```
13
Properties=species:S:1:pos:R:3:forces:R:3
P 0.807 -0.841 -2.972 0.26 -0.33 0.28
P 0.965 -1.356 -1.014 -1.03 0.77 0.30
Si 1.072 1.345 0.708 -0.90 -0.39 -3.94
Si -1.431 -0.661 0.975 -0.29 -0.44 0.05
C 0.068 -0.151 -0.049 2.70 -0.73 1.60
H -2.621 -1.019 0.095 0.57 0.31 0.46
H -1.759 0.211 2.133 -0.09 0.54 -0.59
H -1.255 0.913 -0.967 -1.17 0.77 -0.73
H 2.118 1.816 -0.411 -1.19 -0.39 1.28
H 1.556 -2.024 -3.272 -0.06 0.27 -0.10
H 1.638 1.389 1.957 1.35 -0.67 2.12
H -0.075 2.195 0.995 -0.32 0.80 -0.38
H -1.083 -1.817 1.823 0.18 -0.50 -0.36
```
Positions in Å, forces in eV/Å.